No. 1
A 2-piece molecular cluster, C5H12OSi2 overall at a distorted geometry, computed with the ωB97M-V functional and the def2-TZVPD basis.

```
20
C5H12OSi2 (the ωB97M-V functional and the def2-TZVPD basis)
H -2.64 -0.47 1.41
C 2.15 -0.66 0.75
Si 1.02 2.37 -1.46
H 1.92 0.39 1.06
H -0.09 1.22 2.04
H -1.03 -2.13 -2.10
H 2.35 1.96 -1.07
H 1.43 -2.45 0.06
Si -0.54 -0.78 -0.08
H 1.01 3.15 -2.67
H -1.67 -2.82 -0.63
H -1.73 1.19 2.90
C 1.17 -1.44 0.27
H 0.05 3.13 -0.61
H 3.15 -0.96 0.87
C -1.62 -0.11 1.27
O 0.19 1.03 -1.67
C -1.10 0.83 2.19
C -1.51 -1.89 -1.24
H -2.53 -1.56 -1.30
```

Results
Spin multiplicity   1
Energy   -23179.5791 eV
Gap between HOMO and LUMO   0.3004 hartree
LUMO   -0.5 eV
HOMO level   -0.3200 Eh

Results of the Löwdin charge analysis, in e, for atoms 1 through 6: number 1, H, carries 0.054; number 2, C, carries -0.045; number 3, Si, carries 0.307; number 4, H, carries 0.051; number 5, H, carries 0.049; number 6, H, carries -0.002

***

No. 2
An isolated molecule of C5H12S at a distorted geometry, computed with the ωB97M-V functional and the def2-TZVPD basis.

```
18
C5H12S (the ωB97M-V functional and the def2-TZVPD basis)
H 1.23 0.24 1.47
C 1.36 -1.92 -0.44
H -0.90 1.69 1.54
C 0.37 0.22 0.81
H 2.32 -1.91 0.08
C -1.36 1.51 -0.50
H -1.87 0.55 -0.62
H 0.34 2.35 0.42
H 1.41 0.01 -0.89
H 1.66 -1.96 -1.51
C 0.67 -0.53 -0.42
H -0.23 -0.72 -1.09
S -0.91 -0.90 1.85
H -0.81 1.70 -1.36
H 0.83 -2.88 -0.31
H -1.64 -1.23 0.75
H -2.14 2.27 -0.35
C -0.33 1.50 0.58
```

Results
Spin multiplicity   1
SMILES string   CCC(S)CC
Energy   -16213.8474 eV
Gap between HOMO and LUMO   0.3614 hartree
LUMO   1.0 eV
HOMO level   -0.3264 Eh

Results of the Löwdin charge analysis, in e, for atoms 1 through 6: number 1, H, carries 0.105; number 2, C, carries -0.118; number 3, H, carries 0.097; number 4, C, carries -0.549; number 5, H, carries 0.071; number 6, C, carries -0.125

***

One value per record, in order, for energy relative to the best compared isomer or geometry (same formula, charge and spin): 3.0074 0.9284 eV.